(1)
10
Properties=species:S:1:pos:R:3:forces:R:3:mulliken_charge:R:1 method="wB97M-V/def2-TZVPD" de_lowest_kj_mol=110.5 energy_ha=-5717.83919 charge=0
Br 1.48632 -1.90325 -0.37651 0.3 -0.2 -0.3 -0.066
O -0.21290 1.76519 -0.54437 -0.3 -0.7 -0.3 -0.520
H -1.98711 0.50943 2.25531 -0.2 -0.9 -1.7 0.084
O -0.61575 -0.30131 0.31533 -1.2 1.3 -0.3 -0.206
H -1.96132 -1.42648 1.23245 -1.1 -0.1 0.7 0.084
P -2.26808 -0.09978 0.86530 1.8 0.3 1.2 -0.056
C 1.29232 -0.08015 -0.93794 0.8 0.3 1.4 -0.163
C 0.03451 0.59443 -0.42599 0.3 0.3 1.2 0.577
Br 2.85712 0.95403 -0.41672 -0.1 0.1 0.2 -0.051
H 1.37490 -0.01212 -1.96686 -0.2 -0.2 -2.0 0.319

(2)
19
Properties=species:S:1:pos:R:3:forces:R:3:mulliken_charge:R:1 method="wB97M-V/def2-TZVPD" de_lowest_kj_mol=41.3 energy_ha=-198.87344 smiles=CCC.CC charge=0
H 0.33257 -0.32349 -1.24500 -0.1 0.0 0.7 0.188
H -1.24705 -2.51530 1.72105 -0.1 0.3 0.2 0.327
H 0.55472 3.81379 -0.27346 0.0 0.0 -0.3 0.323
H -1.89603 -0.86454 0.02806 0.2 0.3 -0.5 0.245
H -0.09150 2.05197 1.39010 0.2 -0.1 0.0 0.364
C 0.54951 1.74424 0.55116 0.0 2.2 1.2 -0.754
H 1.95033 3.38489 0.71969 0.1 0.1 0.0 0.288
H -1.88763 -2.44905 -0.54685 0.4 -0.2 -0.5 0.345
H 0.53510 -2.02898 -1.44840 -0.1 0.0 -0.2 0.314
H -0.07018 -1.17220 1.53548 0.1 -0.1 0.1 0.218
C -0.52440 -2.03792 1.06058 0.1 -0.8 -0.9 -1.031
H 1.81505 2.64604 -0.87170 0.1 0.6 -0.3 0.291
C -0.22838 -1.24799 -1.35660 0.7 -0.3 -0.9 -1.030
H 0.21604 -2.82040 0.85562 0.2 0.3 0.2 0.306
H 1.37934 1.19529 0.97423 -0.3 -1.0 -0.1 0.320
H -0.12244 1.24258 -0.11940 0.3 -0.4 -0.5 0.172
H -0.66098 -1.10343 -2.34702 -0.4 -0.4 0.0 0.301
C 1.24614 3.01401 -0.01997 -0.4 -1.1 0.1 -1.010
C -1.18885 -1.65467 -0.27384 -1.1 0.7 1.5 -0.176

(3)
62
Properties=species:S:1:pos:R:3:forces:R:3:mulliken_charge:R:1 method="wB97M-V/def2-TZVPD" de_lowest_kj_mol=80.8 energy_ha=-2549.58704 charge=0
C 0.61459 -3.72256 0.02204 0.8 -0.1 0.3 -0.450
C 0.06382 4.23687 3.20698 -0.2 1.6 2.0 -0.564
H -0.13339 5.99432 6.14923 0.2 0.4 0.5 0.435
H 5.87149 -0.95098 0.15745 0.8 -0.4 -0.3 0.470
S 1.34759 2.07179 -1.27246 -0.4 0.1 0.1 -0.257
N -1.42297 -0.97644 -3.49306 -0.2 -2.1 1.6 0.330
H -0.59064 -3.53073 -4.34085 1.0 0.1 0.1 0.410
H -0.06967 -5.46194 -1.00858 -0.5 0.2 0.2 0.415
H -1.54623 -2.67562 -2.25565 0.6 -0.3 1.6 -0.367
C -1.33824 -1.23163 2.12269 -1.4 -0.3 0.2 -0.697
H -3.07591 -2.19397 -3.04239 0.8 -0.3 0.0 0.237
H -1.86402 2.18566 5.07190 0.5 1.0 -0.3 0.357
H 1.68665 -3.84420 -0.14959 -0.4 -0.4 -0.3 0.426
O 1.22799 -1.81700 1.33775 1.4 1.6 -0.5 -0.382
C -1.01460 -2.40142 1.21902 0.4 1.0 0.4 0.420
H 4.33738 2.91190 1.54225 0.2 -2.3 -0.5 0.230
N -0.39973 -0.37852 -1.45174 0.0 -0.3 2.9 -0.596
O -0.21372 3.51121 -3.26382 -0.3 -0.7 -0.2 -0.602
O -2.15875 -2.94628 -5.50761 -0.3 0.2 0.8 -0.380
C 2.69549 -0.07267 0.94707 0.1 1.6 0.0 0.050
H -1.50032 4.03939 6.73608 0.0 -0.3 -0.7 0.322
H 2.19555 1.95518 1.74527 -0.9 0.1 0.1 0.697
S -0.34531 2.41429 -2.36673 4.4 -0.6 -2.3 0.955
C 1.29176 -0.50296 0.78811 0.6 0.3 0.5 0.352
H -3.09942 -3.03662 1.12088 1.6 -0.2 -0.7 0.372
O -0.10436 2.18905 1.45014 0.3 1.1 -0.7 -0.517
C -0.88137 2.11046 2.45753 0.0 -2.3 2.0 0.345
H 6.18630 1.52664 0.73232 1.7 0.3 -0.2 0.458
C -1.96394 -2.30494 -3.13729 -0.5 0.0 -1.7 0.158
C 3.76444 -0.86157 0.52623 1.5 0.1 -0.2 -0.446
C 0.24638 5.25626 4.17663 0.3 -0.6 -0.4 -0.533
C -0.72653 3.13225 3.54556 0.8 1.1 -2.8 0.719
C 5.09476 -0.31376 0.48244 -2.5 0.0 0.4 -0.707
H 0.81862 6.13660 4.01041 0.6 0.4 -0.9 0.385
H -2.53870 -4.93694 -0.45821 0.3 0.3 0.0 0.412
H -2.32398 -1.35983 -6.64682 0.1 0.3 -0.4 0.364
C -1.08409 4.10624 5.71592 0.2 -0.1 1.4 -0.516
H -2.10670 -4.33254 -4.03165 -0.2 0.1 0.2 0.363
H -1.57605 0.38804 -4.93921 -0.5 0.4 -0.7 0.410
O -1.42324 2.28171 -1.50595 -3.7 -0.1 2.9 -0.560
H 3.63349 -1.90616 0.15253 -0.1 1.1 0.5 0.229
C -1.72209 -4.28625 -0.13054 -0.2 0.0 1.2 -0.779
Re -0.05652 0.66431 0.11328 0.6 -2.3 -0.7 0.535
C -0.26340 5.20012 5.45628 -1.2 -1.5 -1.2 -0.608
C -2.01897 -0.56267 -4.70624 -1.8 -0.9 -0.3 -0.540
H -2.02483 -1.37639 2.99638 0.8 -0.1 -0.7 0.514
C 5.28620 1.01239 0.83205 -1.0 -0.6 -0.1 -0.653
N -1.10946 -0.00048 1.83143 -0.1 0.0 -0.5 0.741
H -0.66058 -1.66512 -6.04613 -0.4 0.3 0.2 0.335
C -1.26857 3.08715 4.78515 -1.6 -1.3 2.1 -0.178
H -3.17970 -0.59099 -4.55918 1.7 0.7 -0.3 0.263
C -1.74049 -1.62169 -5.77319 0.6 0.1 -1.2 -0.686
C -2.02751 -3.20832 0.77016 -1.2 -1.1 -0.7 -0.214
C 4.22718 1.77847 1.27344 -1.1 2.5 0.8 -0.309
C 0.32480 -2.64652 0.81757 -3.2 -0.2 0.3 0.775
N -1.52516 0.97740 2.72679 0.3 0.6 0.3 -1.160
C 2.93152 1.29292 1.36831 1.6 -2.0 -0.9 -0.471
C -1.64657 -3.37293 -4.25833 -1.1 1.2 0.5 -0.752
H 0.52797 4.40533 2.26417 0.1 -0.3 -0.7 0.471
O -0.43348 0.99099 -3.29486 0.2 1.4 0.4 -0.464
C -0.39444 -4.60280 -0.41572 0.2 0.9 -0.1 -0.613
C -0.80031 -0.16345 -2.59568 -0.2 0.7 -3.4 1.047

(4)
40
Properties=species:S:1:pos:R:3:forces:R:3:mulliken_charge:R:1 method="wB97M-V/def2-TZVPD" energy_ha=-1512.72773 charge=+2
C 2.33737 -1.18887 -3.63451 -0.7 -0.2 1.1 -0.842
C -1.16167 0.69296 1.27476 -0.2 -0.4 1.4 -0.066
H 1.25289 -1.23397 -3.42569 0.5 -0.3 -0.4 0.245
H -1.25496 0.82895 3.50012 0.1 0.1 -0.6 0.451
H -2.91818 -2.18803 2.12143 0.7 -0.1 -0.3 0.440
C 2.27469 0.83298 -0.61571 0.8 0.3 0.4 -1.068
H 2.52856 -0.72541 -4.61045 0.1 0.0 0.5 0.338
H -1.10912 2.12346 -2.55725 0.2 -0.1 0.5 0.464
H 1.73661 0.30307 1.37380 -0.6 0.4 -0.1 0.340
N -3.39882 0.34197 2.38808 0.9 -0.5 -0.4 -0.528
C -0.74033 2.02307 -1.51825 -0.3 0.1 -0.3 -1.428
O 0.10850 -2.20623 -1.07889 -0.5 0.0 -0.4 -0.611
H 2.75282 -2.21164 -3.65423 -0.2 0.4 0.2 0.296
H -1.46988 1.72323 1.01753 0.1 -0.7 -0.4 0.531
S -0.04703 -1.71393 0.23760 0.3 -1.2 -2.5 1.640
O 1.20442 -2.13865 0.98735 0.4 0.1 2.1 -0.661
O 2.44506 -0.48184 -1.20757 -0.7 0.2 0.0 -0.302
H 0.09400 -0.11241 2.85800 0.1 0.7 0.2 0.316
C -2.41352 -0.21741 1.45193 -0.3 -0.7 -0.9 -0.197
H 2.05766 1.55394 -1.41815 -0.1 -0.3 0.4 0.360
H 3.25235 1.13971 -0.19059 -0.5 0.0 -0.2 0.489
O 3.85533 0.36209 -2.72693 1.9 1.9 0.1 -0.410
F -1.81351 -0.09374 -1.58367 0.3 0.1 0.6 -0.364
C -1.97742 -1.65451 1.89137 -2.1 0.9 1.3 -0.637
H 0.10571 1.72600 2.80651 0.0 -0.5 -0.1 0.402
H -4.09098 -0.37955 2.58700 -0.1 0.5 0.1 0.301
H -2.96551 -0.37382 0.49445 0.8 0.1 0.1 0.270
H 0.20569 2.58353 -1.46817 -0.3 -0.3 0.1 0.308
C -0.59653 0.50678 -1.26829 0.2 0.5 -0.8 0.234
O -1.36818 -2.38272 0.79503 1.8 1.4 0.4 -0.304
C -0.49701 0.81310 2.69946 -0.2 -0.5 -0.4 -1.662
C -0.14619 0.14519 0.18181 -0.5 2.0 1.2 1.102
H -1.38496 -1.66843 2.82078 0.1 -0.1 -0.6 0.283
H -3.83663 1.13103 1.91524 -0.2 -0.2 0.4 0.294
C 2.97081 -0.35944 -2.49457 -1.0 -1.9 -1.4 0.621
C 1.24194 0.81997 0.53662 0.5 -1.0 -1.5 -1.065
H -1.48785 2.52153 -0.88146 0.3 -0.3 -0.1 0.347
H 0.10884 0.12677 -2.02645 -0.1 -0.1 0.6 0.084
H 1.04084 1.87428 0.79224 0.1 -0.6 0.0 0.532
Hg 3.10419 -2.84299 1.62970 -1.1 0.4 -0.7 1.456